Entry 1:
This record from the OMol25 dataset describes a molecular structure, CH3I2NS2 at a distorted geometry. The level of theory is ωB97M-V/def2-TZVPD.

Kohn-Sham gap (spin up / spin down) = 6.751 / 6.747 eV
HOMO level (spin up / spin down) = -8.5 / -8.5 eV
DFT total energy = -40445.145 eV
net charge = 0
2S+1 = 1

Each line ends with the natural charge from an NBO analysis.
Positions of all 9 atoms, in Å:
1 C 0.271 -1.063 0.360  -0.4621
2 N 0.130 -0.286 -0.772  -0.6176
3 S -2.124 0.269 -0.909  -0.1306
4 S 1.163 0.734 -1.254  0.5564
5 I -2.679 2.375 -0.024  0.1021
6 I 2.081 2.123 0.599  -0.1130
7 H -0.409 -1.894 0.317  0.2180
8 H 1.379 -1.488 0.241  0.2154
9 H 0.187 -0.770 1.443  0.2315

Force components x, y, z for each atom (eV/Å):
2.716 -3.279 2.062
-2.919 1.235 -0.238
1.081 -0.353 0.077
1.429 1.743 -0.661
0.335 -0.205 -0.030
-0.279 -0.273 -0.254
-0.286 -0.539 -0.282
-2.171 0.526 0.562
0.096 1.145 -1.237

Entry 2:
This record from the OMol25 dataset describes 2 unconnected molecules or ions with the total composition C3H11NO2 at a distorted geometry. The level of theory is ωB97M-V/def2-TZVPD.

Kohn-Sham gap = 8.767 eV
HOMO level = -8.0 eV
structure (SMILES) = CNCCO.O
DFT total energy = -8872.841 eV
net charge = 0
2S+1 = 1

Each line ends with the natural charge from an NBO analysis.
Positions of all 17 atoms, in Å:
1 C 0.374 0.903 -1.990  -0.4396
2 N 0.378 0.741 -0.487  -0.6391
3 C 1.145 -0.481 -0.031  -0.2561
4 C 0.809 -0.878 1.362  -0.1002
5 O 0.101 -2.134 1.344  -0.7136
6 H 0.013 1.910 -2.171  0.2105
7 H -0.283 0.078 -2.296  0.1665
8 H 1.365 0.572 -2.364  0.1982
9 H -0.588 0.635 -0.174  0.3720
10 H 0.775 -1.209 -0.807  0.1805
11 H 2.195 -0.195 -0.225  0.1896
12 H 1.823 -0.810 1.886  0.1712
13 H 0.204 -0.110 1.886  0.1790
14 H 0.430 -2.593 2.127  0.4693
15 O -2.213 1.605 -0.097  -0.9460
16 H -2.501 1.544 -1.011  0.4754
17 H -2.842 2.173 0.358  0.4823

Force components x, y, z for each atom (eV/Å):
0.124 -2.086 2.513
0.736 0.150 0.446
-1.492 1.819 -3.560
0.924 0.605 0.837
1.165 0.445 0.863
0.266 -0.104 -0.693
-0.343 0.489 -0.933
-0.393 1.061 -0.006
0.583 0.166 -0.135
0.984 -0.460 1.109
-0.313 -0.659 0.318
-1.361 -1.085 -0.051
0.086 -0.283 -0.503
-0.395 -0.235 -0.186
-0.359 0.120 0.156
-0.185 0.097 -0.051
-0.027 -0.041 -0.125

Entry 3:
This record from the OMol25 dataset describes a single C4H8O3 molecule. The level of theory is ωB97M-V/def2-TZVPD.

Kohn-Sham gap = 11.418 eV
HOMO level = -10.5 eV
structure (SMILES) = COC(=O)CCO
DFT total energy = -10420.070 eV
net charge = 0
2S+1 = 1

Each line ends with the natural charge from an NBO analysis.
Positions of all 15 atoms, in Å:
1 C 2.797 0.473 -0.326  -0.2635
2 O 1.684 -0.356 0.007  -0.5061
3 C 0.483 0.201 -0.214  0.7987
4 O 0.360 1.302 -0.702  -0.6058
5 C -0.633 -0.694 0.275  -0.5295
6 C -2.024 -0.142 -0.026  -0.0620
7 O -2.918 -0.725 0.917  -0.7268
8 H 2.760 1.409 0.239  0.1937
9 H 3.685 -0.100 -0.062  0.1954
10 H 2.793 0.715 -1.392  0.1943
11 H -0.474 -1.710 -0.105  0.2381
12 H -0.520 -0.773 1.367  0.2493
13 H -1.989 0.952 0.055  0.1854
14 H -2.310 -0.393 -1.061  0.1646
15 H -3.693 -0.159 1.026  0.4741

Force components x, y, z for each atom (eV/Å):
0.192 0.191 -0.092
-0.103 -0.114 0.040
-0.082 0.370 -0.089
-0.135 -0.478 0.168
0.056 0.049 0.205
0.292 0.006 -0.156
-0.178 0.163 -0.022
0.015 -0.154 -0.059
-0.095 0.059 -0.041
0.016 -0.068 0.137
-0.096 0.195 -0.019
-0.029 0.068 -0.238
-0.074 -0.209 0.045
-0.021 0.074 0.272
0.241 -0.152 -0.150

Entry 4:
This record from the OMol25 dataset describes a molecular structure, C54H55N10OPSi2Ti at a distorted geometry. The level of theory is ωB97M-V/def2-TZVPD.

Kohn-Sham gap (spin up / spin down) = 3.987 / 3.914 eV
HOMO level (spin up / spin down) = -4.3 / -4.2 eV
DFT total energy = -122000.182 eV
net charge = 0
2S+1 = 1

Each line ends with the Mulliken charge.
Positions of all 124 atoms, in Å:
1 Ti -1.554 -0.501 -1.117  -0.5535
2 C -2.747 2.345 -4.594  -1.2047
3 C -2.133 1.373 -3.779  -1.7154
4 N -2.581 1.038 -2.592  2.0564
5 C -3.745 1.600 -2.160  -1.0236
6 C -4.446 2.558 -2.916  1.9912
7 C -3.888 2.944 -4.157  -1.3150
8 C -5.685 3.057 -2.443  -1.1748
9 C -6.192 2.538 -1.290  -1.0632
10 C -5.502 1.569 -0.530  -1.1570
11 C -4.251 1.102 -0.908  -0.0419
12 N -3.451 0.164 -0.308  1.2182
13 C -3.841 -0.463 0.871  -0.2276
14 C -4.561 0.067 1.921  -0.5712
15 C -4.894 -0.705 3.059  -1.4491
16 C -4.515 -2.007 3.171  -0.8360
17 C -3.717 -2.578 2.148  1.2285
18 C -3.246 -3.910 2.190  -0.9367
19 C -2.455 -4.374 1.185  -1.4873
20 C -2.088 -3.493 0.147  -0.0817
21 N -2.501 -2.255 0.075  0.7018
22 C -3.351 -1.798 1.037  -0.1878
23 H -2.310 2.575 -5.557  0.4963
24 H -1.262 0.845 -4.143  0.6773
25 H -4.400 3.686 -4.759  0.4236
26 H -6.224 3.795 -3.024  0.4617
27 H -7.164 2.865 -0.937  0.4082
28 H -5.999 1.167 0.336  0.8031
29 H -4.856 1.105 1.904  0.6720
30 H -5.468 -0.240 3.851  0.3808
31 H -4.789 -2.605 4.031  0.4351
32 H -3.523 -4.542 3.025  0.4367
33 H -2.083 -5.390 1.173  0.4639
34 H -1.420 -3.825 -0.636  0.5339
35 C 8.862 -3.505 7.652  -0.8374
36 O 7.821 -2.568 7.851  -0.4683
37 C 6.898 -2.437 6.863  0.9748
38 C 6.913 -3.156 5.674  -0.6493
39 C 5.912 -2.938 4.733  -0.7542
40 C 4.898 -2.021 4.955  0.2185
41 C 4.899 -1.305 6.155  -0.5502
42 C 5.883 -1.508 7.096  -0.5538
43 C 3.828 -1.773 3.978  0.2131
44 N 2.904 -0.851 4.092  -0.8662
45 C 2.125 -0.978 2.964  0.6504
46 C 2.585 -1.987 2.166  -0.2333
47 N 3.681 -2.494 2.824  -0.0806
48 C 1.991 -2.366 0.915  0.9475
49 C 2.439 -3.361 0.080  -0.8107
50 C 1.781 -3.570 -1.130  -1.6825
51 C 0.706 -2.761 -1.448  -0.4287
52 N 0.216 -1.800 -0.660  0.7766
53 C 0.844 -1.596 0.545  -0.8823
54 C 0.343 -0.560 1.363  -0.9248
55 N -0.759 0.118 0.881  1.6769
56 C -1.304 1.015 1.723  -1.3659
57 C -0.777 1.388 2.938  -1.2834
58 C 0.414 0.778 3.387  -0.9568
59 C 0.955 -0.212 2.606  0.7998
60 H 9.483 -3.461 8.542  0.2431
61 H 9.465 -3.249 6.778  0.3341
62 H 8.467 -4.518 7.537  0.3363
63 H 7.687 -3.879 5.465  0.3817
64 H 5.955 -3.505 3.811  0.2288
65 H 4.107 -0.589 6.330  0.4753
66 H 5.889 -0.960 8.029  0.4183
67 H 4.255 -3.261 2.522  0.1855
68 H 3.300 -3.964 0.344  0.4243
69 H 2.106 -4.323 -1.833  0.5058
70 H 0.221 -2.878 -2.404  -0.1853
71 H -2.221 1.467 1.372  0.4115
72 H -1.306 2.107 3.551  0.6483
73 H 0.870 1.030 4.335  0.5626
74 C 2.386 0.104 -1.763  -1.9892
75 Si 0.653 0.294 -2.592  2.6156
76 C 1.092 1.950 -3.527  -1.4442
77 C 0.685 -0.881 -4.130  1.0290
78 C 1.824 -0.885 -4.947  -1.2359
79 C 1.891 -1.625 -6.117  -0.8764
80 C 0.793 -2.381 -6.510  -0.8056
81 C -0.337 -2.406 -5.708  -0.7489
82 C -0.418 -1.680 -4.509  0.6902
83 Si -1.935 -1.931 -3.341  2.4213
84 C -3.492 -1.576 -4.384  -1.6092
85 C -2.087 -3.845 -3.275  -1.4966
86 H 3.094 0.851 -2.139  0.7222
87 H 2.823 -0.879 -1.964  0.4068
88 H 2.334 0.210 -0.676  0.2151
89 H 1.444 2.716 -2.827  0.1199
90 H 1.941 1.736 -4.184  0.7209
91 H 0.313 2.393 -4.152  0.3630
92 H 2.692 -0.296 -4.658  0.2750
93 H 2.791 -1.610 -6.722  0.4083
94 H 0.825 -2.955 -7.428  0.3935
95 H -1.179 -3.019 -6.016  0.2472
96 H -3.531 -2.245 -5.250  0.4907
97 H -3.563 -0.552 -4.756  0.3460
98 H -4.385 -1.769 -3.781  0.3657
99 H -2.268 -4.244 -4.279  0.5761
100 H -2.943 -4.133 -2.656  0.3661
101 H -1.205 -4.357 -2.883  0.3460
102 C 0.429 5.021 1.428  -0.8218
103 N 1.196 4.234 0.365  0.1946
104 C 1.247 5.075 -0.918  -0.9855
105 N -0.057 5.454 -1.338  0.2517
106 C -0.725 6.190 -0.271  -0.9285
107 N -0.851 5.411 0.958  0.2074
108 C -1.744 4.253 0.777  -1.6896
109 P -1.176 3.017 -0.499  2.2461
110 C 0.560 2.891 0.121  -1.1735
111 C -0.855 4.297 -1.805  -1.2156
112 H 1.042 5.894 1.656  0.3199
113 H 0.350 4.369 2.299  0.4906
114 H 2.150 4.091 0.697  0.4038
115 H 1.748 4.471 -1.672  0.4456
116 H 1.845 5.954 -0.673  0.3078
117 H -1.719 6.478 -0.609  0.3921
118 H -0.151 7.094 -0.055  0.3302
119 H -2.732 4.616 0.485  0.4553
120 H -1.856 3.747 1.737  0.4515
121 H 1.163 2.353 -0.610  0.0678
122 H 0.576 2.336 1.062  0.2307
123 H -0.352 3.838 -2.654  0.4049
124 H -1.820 4.659 -2.166  0.4400

Force components x, y, z for each atom (eV/Å):
0.531 0.642 1.118
0.163 -0.149 0.018
-0.001 0.062 -0.137
-0.066 -0.140 0.094
0.049 -0.082 0.130
-0.035 0.076 -0.050
-0.147 0.060 0.103
0.099 -0.002 -0.121
0.024 -0.125 0.162
-0.134 0.105 -0.062
0.217 -0.071 -0.065
0.021 -0.013 0.036
0.127 -0.069 -0.019
-0.118 -0.019 0.160
0.004 0.176 -0.132
0.081 -0.087 -0.086
-0.020 0.033 0.054
-0.056 -0.065 0.101
0.084 0.056 -0.122
0.105 -0.382 0.058
-0.078 0.271 -0.356
-0.056 0.126 -0.035
-0.001 0.003 0.007
-0.048 0.012 0.012
0.002 -0.005 0.009
0.006 0.003 0.004
0.009 -0.002 0.007
-0.009 -0.004 0.022
-0.010 0.014 0.015
0.000 0.012 -0.010
0.007 -0.005 -0.005
0.003 0.008 -0.008
0.004 0.014 0.002
-0.025 -0.025 0.032
-0.025 0.019 0.004
0.052 -0.024 0.023
-0.015 -0.010 -0.038
-0.040 0.040 0.013
0.078 -0.058 -0.005
-0.116 0.038 -0.084
-0.004 0.021 0.036
-0.005 -0.007 -0.014
0.073 -0.003 0.080
0.001 -0.013 -0.047
-0.153 0.220 0.120
0.050 -0.220 -0.212
-0.012 -0.001 -0.034
0.098 0.028 0.096
0.202 0.037 0.290
-0.400 0.174 -0.297
0.414 -0.483 -0.308
-0.517 0.641 0.102
-0.127 0.541 0.655
0.685 -0.856 -0.117
-0.322 -0.843 -1.888
-0.460 0.805 0.955
-0.320 -0.260 -0.556
0.226 0.137 0.263
0.090 -0.129 -0.141
-0.001 0.004 0.007
0.005 0.001 -0.005
-0.001 -0.006 -0.001
0.005 -0.004 -0.001
0.003 0.001 0.004
0.001 -0.002 -0.002
0.000 0.001 0.002
-0.009 -0.003 0.000
0.003 0.005 0.023
-0.019 -0.005 -0.020
0.055 -0.064 0.022
-0.111 -0.028 0.064
-0.038 0.029 0.005
-0.011 -0.019 0.003
-0.022 -0.048 0.051
-0.094 -0.368 -0.254
-0.099 0.064 0.065
-0.054 -0.061 -0.088
-0.048 -0.007 0.022
-0.024 0.007 0.009
0.020 0.022 0.025
-0.023 0.047 0.084
0.147 0.030 0.008
0.211 -0.056 0.009
-0.055 0.092 -0.008
0.008 -0.040 0.056
-0.030 -0.020 -0.021
-0.072 0.015 0.054
0.017 -0.001 0.047
0.003 0.004 -0.015
-0.050 -0.031 0.046
0.004 0.003 0.039
-0.001 -0.009 -0.003
-0.008 -0.001 0.005
-0.004 0.003 0.009
0.000 0.001 0.005
0.025 0.022 0.039
-0.007 -0.003 0.012
0.003 0.004 -0.010
0.015 0.044 0.029
0.010 0.013 -0.007
-0.041 -0.009 0.002
0.095 -0.021 0.049
0.000 0.013 -0.118
-0.056 -0.033 0.077
0.018 -0.077 -0.042
-0.018 -0.028 0.031
-0.096 0.015 -0.088
-0.033 0.027 0.049
-0.215 0.022 -0.018
0.197 -0.055 -0.029
0.115 0.155 0.070
-0.004 0.005 0.006
0.009 -0.003 0.008
0.001 -0.044 -0.001
0.012 -0.012 0.004
-0.008 0.014 -0.015
-0.005 0.000 0.004
0.004 0.006 -0.008
-0.007 0.023 0.000
0.002 0.003 -0.035
0.071 0.019 -0.010
0.038 0.069 -0.085
-0.011 0.020 0.006
-0.007 0.039 0.000

Entry 5:
This record from the OMol25 dataset describes a single C4H4N2O molecule at a distorted geometry. The level of theory is ωB97M-V/def2-TZVPD.

Kohn-Sham gap = 8.687 eV
HOMO level = -9.1 eV
structure (SMILES) = C=CNC(=O)C#N
DFT total energy = -9238.262 eV
net charge = 0
2S+1 = 1

Each line ends with the natural charge from an NBO analysis.
Positions of all 11 atoms, in Å:
1 C -1.056 -1.393 1.195  -0.4866
2 C -0.441 -0.270 1.644  0.0015
3 N 0.215 0.666 0.953  -0.5902
4 C 0.680 0.584 -0.383  0.5764
5 O 1.379 1.445 -0.821  -0.4875
6 C -0.048 -0.351 -1.177  0.1413
7 N -0.769 -0.739 -2.017  -0.1940
8 H -0.451 -1.845 0.379  0.2075
9 H -1.799 -1.880 1.801  0.2266
10 H -0.634 0.075 2.669  0.1952
11 H 0.914 1.177 1.490  0.4096

Force components x, y, z for each atom (eV/Å):
2.818 0.808 -0.095
-3.495 -2.018 2.163
3.702 0.807 -1.860
-1.374 1.325 2.642
1.061 -0.034 -0.713
-2.350 -1.139 -3.954
1.869 0.532 2.039
-1.743 -0.230 0.314
0.241 -0.409 0.006
-0.266 0.013 -0.418
-0.464 0.345 -0.125

Entry 6:
This record from the OMol25 dataset describes a molecular structure, C3H2NO2S2 at a distorted geometry. The level of theory is ωB97M-V/def2-TZVPD.

Kohn-Sham gap = 6.950 eV
HOMO level = -3.7 eV
DFT total energy = -30397.055 eV
net charge = -1
2S+1 = 1

Each line ends with the natural charge from an NBO analysis.
Positions of all 10 atoms, in Å:
1 C -0.667 -0.112 -0.376  -0.2682
2 C 0.103 0.938 -0.291  -0.4749
3 C -2.390 0.712 0.287  0.0706
4 N -2.133 1.905 0.550  -0.6827
5 O -3.980 -0.882 -1.256  -0.9926
6 O -4.590 -1.047 1.163  -0.9996
7 S -0.498 2.431 0.362  0.3913
8 S -4.316 -0.199 -0.042  1.5627
9 H -0.536 -1.047 -0.761  0.1931
10 H 1.081 0.981 -0.519  0.2002

Force components x, y, z for each atom (eV/Å):
-4.052 3.530 1.894
-2.009 -0.111 0.842
2.196 -1.866 -1.208
0.423 0.272 0.175
0.538 -1.332 -1.403
0.731 0.660 -1.483
-1.006 -0.110 0.036
-0.641 1.123 2.885
0.384 -2.285 -0.837
3.435 0.121 -0.901

Relative energy (zero: lowest compared OMol25 entry of this formula, charge and spin), record by record: 170.3; 159.1; 90.1; 0.0; 214.8; 281.4 kJ/mol